# C45H31AsN7O2S5W

A structure of composition C45H31AsN7O2S5W in a non-equilibrium geometry (ωB97M-V/def2-TZVPD, the Open Molecules 2025 dataset).

Positions of all 92 atoms, in Å:
W1 0.37891 0.07155 -0.63766
S1 -0.24446 2.51161 -1.42479
C1 -1.22381 1.84415 -2.68291
S2 -1.29003 0.11200 -2.56822
C2 -1.84010 2.63454 -3.62976
C3 -2.69542 2.15793 -4.62826
N1 -3.42138 1.82522 -5.45696
C4 -1.60690 4.01804 -3.64222
N2 -1.40435 5.14872 -3.70526
O1 3.27074 -4.66608 -0.46031
C5 3.10319 -4.30422 0.82217
C6 3.61008 -5.16020 1.79691
C7 3.47859 -4.86330 3.14015
C8 2.86562 -3.68247 3.53740
C9 2.36437 -2.82269 2.58434
C10 2.45162 -3.11384 1.21605
C11 1.85846 -2.19934 0.25292
O2 1.30402 -1.08098 0.65504
N3 1.88402 -2.48123 -1.03336
N4 1.27475 -1.55829 -1.83549
C12 1.31387 -1.92012 -3.09914
S3 2.11603 -3.43658 -3.49851
C13 1.68641 -3.34522 -5.26983
C14 1.72606 -1.89069 -5.66487
S4 0.69748 -0.99188 -4.44085
H1 2.81074 -4.02350 -1.03965
H2 4.10478 -6.06188 1.46523
H3 3.84824 -5.55768 3.87959
H4 2.78151 -3.43253 4.58583
H5 1.89058 -1.90091 2.89132
H6 0.68578 -3.76383 -5.39533
H7 2.41596 -3.94296 -5.81351
H8 1.29723 -1.72257 -6.65174
H9 2.73959 -1.49009 -5.62074
S5 -1.04543 -2.30600 -0.52099
C15 -2.63546 -2.14694 0.14979
C16 -3.52884 -3.22427 0.17185
C17 -4.76709 -3.08712 0.75844
C18 -5.15089 -1.88405 1.33606
C19 -4.28433 -0.80879 1.30669
C20 -3.03206 -0.92778 0.71155
As1 -1.73606 0.54872 0.73766
C21 -2.97999 1.95411 0.15347
C22 -3.96014 1.66178 -0.79338
C23 -4.72254 2.67411 -1.35208
C24 -4.50432 3.98967 -0.98267
C25 -3.52063 4.29420 -0.05611
C26 -2.75562 3.28552 0.50084
C27 -1.97170 0.65905 2.72707
C28 -1.40737 -0.42630 3.40048
C29 -1.51632 -0.55711 4.77050
C30 -2.23229 0.38524 5.49140
C31 -2.83727 1.44199 4.83395
C32 -2.70460 1.58630 3.46019
H10 -3.23019 -4.16081 -0.27183
H11 -5.45152 -3.92291 0.77302
H12 -6.11861 -1.78455 1.80037
H13 -4.56282 0.14763 1.74162
H14 -4.11300 0.63574 -1.11624
H15 -5.46763 2.43869 -2.09934
H16 -5.08632 4.77922 -1.43204
H17 -3.33673 5.32320 0.21017
H18 -1.94753 3.52328 1.18743
H19 -0.88061 -1.18559 2.82185
H20 -1.04247 -1.38460 5.27757
H21 -2.32150 0.29078 6.56218
H22 -3.41724 2.16127 5.39640
H23 -3.18392 2.41947 2.95627
N5 1.22751 1.16781 5.70574
C33 1.32357 1.52248 4.61201
C34 1.43969 1.99341 3.30144
C35 1.84620 3.34192 3.03920
C36 2.01846 3.67828 1.71256
C37 1.74386 2.78061 0.70133
N6 1.23146 1.51258 0.94148
C38 1.15046 1.16774 2.23361
H24 2.02572 4.02074 3.85606
H25 2.38350 4.65843 1.44494
H26 1.91632 3.04861 -0.33001
H27 0.84731 0.14469 2.43100
N7 7.03095 1.81424 -3.78141
C39 5.99540 1.59724 -3.33104
C40 4.74055 1.31325 -2.75884
C41 3.55612 1.59544 -3.44209
C42 2.34164 1.28821 -2.86111
C43 2.22284 0.72252 -1.57867
C44 3.44211 0.47497 -0.91862
C45 4.67307 0.74167 -1.48430
H28 3.59663 2.04836 -4.42379
H29 1.44830 1.50653 -3.44002
H30 3.43138 0.04970 0.08577
H31 5.58779 0.50679 -0.95492

Its spin multiplicity is 3. Its charge is -1. The energy above the lowest of the compared OMol25 structures with the same formula, charge and spin is 34.6 kcal/mol. The expectation value of S² is 2.03. The calculation puts the LUMO energy (alpha / beta) at 1.289 / 1.016 eV. The value obtained for the HOMO-LUMO gap (alpha / beta) is 4.23 / 6.67 eV. For the HOMO energy (alpha / beta), the calculation gives -2.939 / -5.659 eV.